22
Properties=species:S:1:pos:R:3 method="wB97M-V/def2-TZVPD" charge=-1 spin_multiplicity=2 total_energy_ev=-10985.7686 e_lumo_ev="3.64 / 3.62" orbital_gap_ev="2.6 / 9.5"
C 0.110 -0.054 2.342
C 1.014 -1.035 1.625
N 1.352 -0.574 0.259
C 2.498 -1.264 -0.372
H -0.179 -0.552 3.275
H -0.806 0.221 1.828
H 0.687 0.846 2.562
H 0.521 -1.995 1.445
H 1.933 -1.211 2.193
H 1.488 0.430 0.235
H 3.246 -0.543 -0.710
H 3.006 -1.955 0.298
H 2.103 -1.757 -1.267
H -0.888 1.196 -0.843
H -1.140 2.677 -0.982
O -1.002 2.005 -0.304
H -3.885 1.690 -1.536
H -4.537 1.869 -2.915
O -4.643 2.090 -1.984
H -0.399 -1.107 -2.401
H 0.064 -0.580 -0.989
O -0.543 -0.396 -1.760


6
Properties=species:S:1:pos:R:3 method="wB97M-V/def2-TZVPD" total_energy_ev=-6307.0966 e_lumo_ev="-1.73 / -1.42" orbital_gap_ev="8.1 / 8.2"
C -1.262 0.419 -0.359
C 0.005 0.062 -0.028
N 1.110 0.410 -0.476
F 2.218 0.033 0.170
H -1.917 -0.428 -0.269
H -0.154 -0.496 0.961


78
Properties=species:S:1:pos:R:3 method="wB97M-V/def2-TZVPD" charge=+1 spin_multiplicity=5 total_energy_ev=-123629.1363 e_lumo_ev="-2.04 / -4.90" orbital_gap_ev="6.7 / 6.3"
Rh -0.234 0.498 -0.902
C 3.612 0.672 1.019
C 2.390 0.250 0.296
N 1.269 1.111 0.189
N 1.321 2.330 0.674
C 0.184 3.006 0.330
O -0.721 2.480 -0.385
C 0.029 4.381 0.833
C -1.183 5.039 0.621
C -1.359 6.329 1.089
C -0.328 6.970 1.764
C 0.882 6.320 1.969
C 1.063 5.027 1.508
C 2.196 -0.972 -0.336
C 3.170 -2.005 -0.340
C 2.889 -3.207 -0.929
C 1.639 -3.405 -1.528
C 0.724 -2.366 -1.515
N 0.971 -1.186 -0.957
H 3.435 1.609 1.539
H 4.445 0.819 0.325
H 3.918 -0.084 1.745
H -1.972 4.532 0.084
H -2.300 6.836 0.925
H -0.468 7.979 2.129
H 1.685 6.824 2.490
H 2.003 4.519 1.669
H 4.124 -1.831 0.139
H 3.626 -3.999 -0.925
H 1.370 -4.341 -1.996
H -0.251 -2.476 -1.972
S -1.920 -0.194 -2.256
C -3.086 -1.124 -1.370
C -4.119 -1.698 -2.129
C -5.112 -2.438 -1.516
C -5.099 -2.603 -0.137
C -4.085 -2.030 0.625
C -3.069 -1.304 0.026
As -1.671 -0.474 1.097
C -0.643 -2.005 1.698
C 0.465 -1.715 2.494
C 1.282 -2.735 2.958
C 1.009 -4.054 2.616
C -0.088 -4.345 1.821
C -0.916 -3.324 1.366
C -2.653 0.007 2.681
C -2.705 -0.790 3.819
C -3.444 -0.372 4.917
C -4.128 0.835 4.880
C -4.070 1.636 3.747
C -3.327 1.226 2.650
H -4.133 -1.548 -3.201
H -5.903 -2.876 -2.110
H -5.881 -3.168 0.352
H -4.098 -2.146 1.702
H 0.691 -0.688 2.764
H 2.130 -2.499 3.589
H 1.648 -4.850 2.975
H -0.308 -5.371 1.557
H -1.772 -3.576 0.751
H -2.171 -1.732 3.857
H -3.485 -0.990 5.805
H -4.703 1.157 5.738
H -4.595 2.581 3.719
H -3.272 1.861 1.773
N 1.079 1.171 -2.841
C 1.830 0.819 -3.635
C 2.779 0.337 -4.603
C 3.535 -0.793 -4.295
C 4.449 -1.261 -5.224
C 4.601 -0.605 -6.439
C 3.844 0.520 -6.737
C 2.926 1.000 -5.818
H 3.400 -1.291 -3.343
H 5.042 -2.136 -4.998
H 5.318 -0.976 -7.160
H 3.970 1.025 -7.684
H 2.329 1.875 -6.034


47
Properties=species:S:1:pos:R:3 method="wB97M-V/def2-TZVPD" charge=+3 spin_multiplicity=4 total_energy_ev=-59266.2422 e_lumo_ev="-11.78 / -11.61" orbital_gap_ev="6.3 / 6.4"
C -2.216 1.490 0.441
C -1.763 0.099 1.266
H -2.803 1.105 -0.480
H -1.354 1.675 -0.362
H -2.468 2.421 1.075
O -1.899 -0.911 0.333
I 1.195 -1.042 1.943
Tc 0.800 -0.230 -2.020
P -0.954 -1.028 2.219
C -1.404 -2.635 1.585
C -0.730 -1.097 4.036
H -1.579 -1.520 4.600
H -2.705 -0.679 3.673
H -0.570 -0.047 4.349
H -2.251 0.943 2.902
H -0.596 -3.368 1.716
H 0.074 -1.775 4.313
C -2.518 -0.108 2.736
H -2.215 -2.755 2.336
H -3.520 -0.307 2.263
H -1.812 -2.626 0.548
P 1.744 1.597 -2.427
C 2.200 0.625 -3.812
C 0.461 2.912 -2.531
H 2.559 2.873 -0.540
H 3.813 2.740 -1.971
H 3.585 1.365 -0.787
C 3.073 2.221 -1.331
H 0.349 3.446 -1.566
H 0.763 3.615 -3.322
H 2.942 1.236 -4.336
H 1.239 0.462 -4.341
H -0.508 2.429 -2.766
H 2.613 -0.344 -3.423
Cl 0.530 1.278 -0.165
C -1.313 -3.682 -4.478
N -0.695 -3.282 -3.267
C 0.051 -4.167 -2.365
C 0.559 -3.311 -1.443
N 0.066 -2.045 -1.729
C -0.639 -1.930 -2.862
H -0.878 -3.102 -5.310
H -1.103 -4.777 -4.690
H -2.396 -3.557 -4.285
H 0.024 -5.236 -2.617
H 1.227 -3.203 -0.443
H -1.079 -1.059 -3.052


10
Properties=species:S:1:pos:R:3 method="wB97M-V/def2-TZVPD" total_energy_ev=-8202.5605 e_lumo_ev=0.80 orbital_gap_ev=9.5 smiles=Nc1cnco1
N -1.797 -0.202 -0.222
C -0.415 0.037 -0.072
C 0.436 1.028 -0.027
N 1.728 0.550 -0.109
C 1.584 -0.760 -0.132
O 0.313 -1.163 -0.053
H -2.151 -0.862 0.558
H -2.337 0.636 -0.049
H 0.160 2.096 0.061
H 2.479 -1.359 0.045


18
Properties=species:S:1:pos:R:3 method="wB97M-V/def2-TZVPD" charge=+1 spin_multiplicity=2 total_energy_ev=-20268.5163 e_lumo_ev="-3.54 / -8.55" orbital_gap_ev="10.3 / 5.3"
O 0.030 -0.538 -3.553
C -0.409 0.066 -2.623
O -1.055 1.266 -2.751
C -0.471 -0.415 -1.223
C -0.464 0.738 -0.172
C -0.525 0.435 1.317
S 1.084 0.760 2.208
C 1.595 -0.894 2.575
H -1.234 1.502 -3.657
H -1.401 -0.997 -1.159
H 0.421 -0.993 -0.956
H -1.296 1.401 -0.415
H 0.468 1.238 -0.476
H -1.328 0.936 1.845
H -0.641 -0.658 1.327
H 2.631 -1.046 2.864
H 0.953 -1.430 3.279
H 1.642 -1.370 1.571


14
Properties=species:S:1:pos:R:3 method="wB97M-V/def2-TZVPD" total_energy_ev=-7823.1002 e_lumo_ev=-0.29 orbital_gap_ev=8.9 smiles="C=C(C)C(=C)C#N"
C -1.683 0.462 0.598
C -0.630 -0.125 -0.034
C -0.594 -1.508 -0.465
C 0.751 0.464 0.088
C 1.100 1.727 0.504
C 1.769 -0.355 -0.401
N 2.670 -0.836 -0.944
H -2.587 -0.029 0.563
H -1.679 1.478 0.774
H -1.337 -2.102 0.039
H 0.389 -1.904 -0.367
H -0.757 -1.620 -1.488
H 2.167 1.788 0.516
H 0.421 2.561 0.617


15
Properties=species:S:1:pos:R:3 method="wB97M-V/def2-TZVPD" total_energy_ev=-78342.7868 e_lumo_ev=0.53 orbital_gap_ev=11.3 smiles=ClCCl.ClCCl.ClCCl
Cl 0.076 2.460 -2.987
C 0.536 2.749 -1.311
Cl 2.039 1.992 -0.851
H 0.650 3.831 -1.190
H -0.241 2.383 -0.651
Cl 2.240 -0.913 1.609
C 1.362 -2.432 1.730
Cl 2.249 -3.797 1.089
H 1.145 -2.582 2.779
H 0.450 -2.340 1.155
Cl -0.445 -0.516 -0.438
C -2.149 -0.136 -0.314
Cl -3.105 -1.475 0.321
H -2.247 0.699 0.366
H -2.560 0.077 -1.306


12
Properties=species:S:1:pos:R:3 method="wB97M-V/def2-TZVPD" total_energy_ev=-16114.6100 e_lumo_ev=0.79 orbital_gap_ev=9.3 smiles="C#CC(=C)SC"
C 1.059 1.798 -0.303
C 1.037 0.615 -0.099
C 0.657 -0.779 -0.095
C 1.546 -1.777 0.055
S -1.103 -1.134 -0.372
C -1.888 0.446 0.198
H 0.875 2.851 -0.458
H 2.593 -1.579 0.161
H 1.272 -2.791 0.085
H -2.880 0.482 -0.195
H -1.331 1.278 -0.263
H -1.838 0.590 1.286


12
Properties=species:S:1:pos:R:3 method="wB97M-V/def2-TZVPD" total_energy_ev=-23651.9489 e_lumo_ev=-0.65 orbital_gap_ev=7.9
C -0.295 0.468 0.926
C -0.204 -0.146 -0.452
O 1.489 -2.127 0.506
O 3.236 -0.748 1.363
P 1.255 -1.192 -0.571
I 3.294 0.323 -0.145
H -1.248 0.393 1.547
H 0.506 0.173 1.652
H -0.018 1.565 0.923
H -0.350 0.400 -1.382
H -1.082 -0.786 -0.628
H 1.413 -1.930 -1.896


89
Properties=species:S:1:pos:R:3 method="wB97M-V/def2-TZVPD" total_energy_ev=-85715.7947 e_lumo_ev=0.04 orbital_gap_ev=7.4
Ca 8.827 13.165 11.242
O 9.028 14.613 9.546
N 8.676 14.467 8.282
C 9.265 15.155 7.275
C 8.707 15.030 6.069
C 7.520 14.311 5.794
C 6.985 13.540 6.756
C 7.632 13.503 8.032
S 7.163 12.358 9.190
H 10.127 15.759 7.530
H 9.205 15.631 5.315
H 7.067 14.343 4.840
H 6.140 12.820 6.650
N 7.541 9.965 14.045
C 8.443 10.943 14.749
C 9.897 10.698 14.387
C 10.607 12.021 14.547
N 10.214 13.085 13.608
C 10.473 12.369 16.070
C 9.039 12.305 16.720
N 8.317 13.487 16.155
C 8.319 11.027 16.268
H 7.803 9.887 13.049
H 6.604 10.382 13.959
H 7.533 9.080 14.543
H 8.179 11.873 14.331
H 10.013 10.226 13.403
H 10.477 10.000 15.018
H 11.623 11.712 14.386
H 11.033 13.574 13.251
H 9.650 13.763 14.104
H 10.927 13.354 16.321
H 11.047 11.593 16.573
H 9.062 12.211 17.807
H 7.464 13.313 15.705
H 8.162 14.306 16.697
H 7.223 11.017 16.595
H 8.931 10.192 16.676
N 6.874 13.161 12.778
C 6.058 12.426 13.145
N 5.239 11.601 13.770
C 4.017 11.323 13.411
N 2.915 11.000 13.336
C 12.825 17.691 10.621
C 11.879 16.511 10.430
C 12.582 15.195 10.272
Sb 10.284 16.194 11.778
C 10.813 16.869 13.763
C 12.119 16.236 14.211
C 10.773 18.425 13.983
C 8.786 17.674 11.301
C 9.100 19.174 11.027
C 7.545 17.537 12.145
H 13.239 18.030 9.620
H 13.737 17.380 11.154
H 12.372 18.520 11.127
H 11.315 16.780 9.536
H 13.231 15.046 11.123
H 13.290 15.170 9.465
H 11.910 14.334 10.155
H 10.014 16.408 14.370
H 12.994 16.639 13.637
H 12.072 15.166 14.035
H 12.298 16.469 15.252
H 11.408 18.990 13.246
H 11.088 18.603 15.018
H 9.794 18.808 13.884
H 8.464 17.268 10.384
H 8.441 19.521 10.307
H 10.067 19.334 10.547
H 9.115 19.929 11.814
H 7.591 17.885 13.211
H 7.275 16.464 12.232
H 6.786 18.120 11.673
O 10.844 12.121 10.395
C 10.287 11.042 10.346
N 9.295 10.667 11.173
C 8.967 9.356 10.962
O 8.253 8.685 11.723
C 9.722 8.891 9.704
C 9.688 7.725 8.954
C 10.592 7.617 7.871
C 11.442 8.713 7.523
C 11.478 9.850 8.296
C 10.579 9.941 9.377
H 9.027 6.897 9.242
H 10.558 6.782 7.237
H 12.155 8.602 6.731
H 12.106 10.677 8.163


25
Properties=species:S:1:pos:R:3 method="wB97M-V/def2-TZVPD" charge=+3 total_energy_ev=-21301.8616 e_lumo_ev=-12.07 orbital_gap_ev=11.9
Tl -11.299 4.751 -18.851
O -9.667 5.674 -19.913
H -9.105 5.122 -20.472
H -9.348 6.534 -20.208
O -11.896 6.846 -19.151
H -11.765 7.634 -18.625
H -11.888 7.096 -20.078
O -9.594 3.477 -18.320
H -8.699 3.780 -18.419
H -9.607 2.561 -17.985
O -10.193 5.892 -17.324
H -9.894 5.496 -16.534
H -9.710 6.728 -17.466
O -11.100 3.518 -20.736
H -11.741 3.259 -21.423
H -10.342 2.977 -21.043
O -12.751 5.006 -17.061
H -13.056 4.202 -16.638
H -13.461 5.658 -16.921
O -12.217 2.803 -18.308
H -11.822 1.975 -18.626
H -13.152 2.618 -18.334
O -13.338 4.762 -20.078
H -13.274 4.238 -20.894
H -14.258 4.990 -19.998


14
Properties=species:S:1:pos:R:3 method="wB97M-V/def2-TZVPD" total_energy_ev=-8371.3122 e_lumo_ev=0.34 orbital_gap_ev=8.9 smiles="C=C(C)O.C=O"
C 2.109 -0.027 -0.670
C 0.863 0.395 -0.456
C -0.236 0.353 -1.480
O 0.523 0.936 0.752
H 2.861 0.043 0.108
H 2.396 -0.432 -1.634
H -0.571 1.369 -1.722
H 0.103 -0.128 -2.400
H -1.108 -0.193 -1.100
H -0.445 1.003 0.813
C -1.617 -0.842 1.956
O -2.078 0.108 1.363
H -0.527 -0.980 2.063
H -2.273 -1.606 2.408


42
Properties=species:S:1:pos:R:3 method="wB97M-V/def2-TZVPD" charge=-1 total_energy_ev=-47694.2219 e_lumo_ev=-0.01 orbital_gap_ev=4.6
O 3.608 -3.622 1.382
S 2.661 -3.187 2.402
O 2.127 -4.256 3.235
O 3.230 -2.105 3.202
C 1.219 -2.462 1.526
C 0.899 -1.080 2.127
C -0.424 -0.482 1.536
C -1.632 -0.649 2.488
N -2.537 -1.752 2.147
C -2.484 -2.698 1.163
C -3.625 -3.446 1.298
C -4.407 -2.973 2.407
C -3.654 -1.923 2.888
H 0.365 -3.142 1.596
H 1.565 -2.293 0.497
H 1.703 -0.365 1.916
H 0.834 -1.131 3.222
H -0.623 -0.814 0.511
H -0.238 0.603 1.473
H -1.318 -0.675 3.540
H -2.226 0.276 2.388
H -1.689 -2.783 0.436
H -3.948 -4.276 0.675
H -5.357 -3.317 2.792
H -3.848 -1.268 3.733
C 0.673 4.739 -4.467
O -0.052 3.906 -3.536
P 0.717 2.525 -2.915
O -0.526 1.691 -2.950
O 0.917 3.173 -1.440
C 1.694 4.359 -1.284
O 1.784 1.289 -2.580
C 1.615 0.052 -3.273
H 0.035 4.933 -5.329
H 0.917 5.690 -3.990
H 1.593 4.266 -4.813
H 1.031 5.228 -1.274
H 2.431 4.474 -2.081
H 2.215 4.308 -0.330
H 1.341 0.213 -4.315
H 0.851 -0.540 -2.775
H 2.562 -0.485 -3.234


33
Properties=species:S:1:pos:R:3 method="wB97M-V/def2-TZVPD" spin_multiplicity=2 total_energy_ev=-219162.4793 e_lumo_ev="-0.34 / -0.47" orbital_gap_ev="7.8 / 6.7"
V 0.007 -0.436 -0.951
Cl -1.423 6.738 -2.264
C -1.287 5.025 -2.136
C -0.187 4.456 -1.502
Cl 1.049 5.456 -0.843
C -0.088 3.074 -1.402
Cl 1.265 2.338 -0.611
C -1.071 2.229 -1.923
O -0.973 0.926 -1.833
C -2.173 2.816 -2.559
Cl -3.384 1.780 -3.204
C -2.278 4.198 -2.663
Cl -3.643 4.892 -3.449
Cl 4.446 -2.647 -3.103
C 3.536 -1.256 -3.687
Cl 2.951 -1.515 -5.336
Cl 4.549 0.204 -3.643
C 2.389 -1.074 -2.804
N 1.479 -0.910 -2.115
Br -1.009 -4.109 6.638
C -0.683 -3.342 4.943
C -0.459 -1.977 4.850
C -0.216 -1.418 3.607
C -0.209 -2.223 2.474
C -0.439 -3.590 2.583
C -0.674 -4.159 3.822
C 0.039 -1.631 1.142
O -0.088 -2.304 0.076
O 0.363 -0.400 1.039
H -0.474 -1.364 5.740
H -0.031 -0.358 3.506
H -0.434 -4.199 1.689
H -0.850 -5.221 3.921